A 6-piece molecular cluster, C35H80BF4I2N3O26P2S5 overall in a non-equilibrium geometry. Source: the OMol25 dataset; level of theory: ωB97M-V/def2-TZVPD.

The energy relative to the best compared isomer or geometry (same formula, charge and spin) comes out at 134.8 kcal per mole. The value obtained for the LUMO energy is -0.40 eV. For the frontier orbital gap, the calculation gives 7.11 eV. The highest occupied orbital energy comes out at -7.50 eV.

Bonds (Å) are listed after each position.
Atoms and positions in Å:
1 H 3.2330 -6.5073 0.9500  C36 1.151
2 C -3.4818 2.0338 13.0007  C71 1.517, H81 1.093, H101 1.094, O128 1.428
3 H -0.4147 5.6809 -5.8652  C103 1.089
4 H -1.5837 2.3950 12.0236  C71 1.092
5 C -1.2671 4.4802 -9.7396  H19 1.089, S61 1.770, H87 1.090, H124 1.090
6 H -3.8355 0.7774 3.8645  N30 1.032
7 C -2.2951 -2.8089 8.6558  H20 1.146, H23 1.144, C26 1.625, H110 1.143
8 H -0.2189 -6.5985 4.1261  C58 1.141
9 C -3.9730 0.6129 -2.8145  C16 1.605, H64 1.147, H112 1.153, O139 1.466
10 O -2.4732 -2.6896 1.7200  P42 1.685, H144 0.983
11 H 2.1143 6.2730 -12.6373  C56 1.092
12 H 4.6787 3.5924 -10.2141  C108 1.090
13 C 0.0130 -3.9952 4.7382  H32 1.158, O40 1.439, H49 1.152, N84 1.464
14 H 4.9525 1.8985 -10.7070  C108 1.090
15 O -0.0220 -3.7254 1.3651  P42 1.725, H126 0.982
16 C -3.3850 0.0428 -4.1946  C9 1.605, H133 1.148, H136 1.141, H145 1.154
17 H 0.6534 4.4134 -6.5324  C103 1.090
18 F 1.8170 2.2074 2.1096  C65 1.409
19 H -2.2437 4.9148 -9.9449  C5 1.089
20 H -1.8970 -3.2933 9.6147  C7 1.146
21 C -0.4794 4.9306 -1.8886  H39 1.093, H88 1.094, O147 1.429, C150 1.518
22 O 5.9418 3.5417 -12.7867  S118 1.439
23 H -2.4198 -1.6976 8.8986  C7 1.144
24 H -2.8605 -4.1697 -1.7604  C95 1.152
25 C -1.5817 -2.0379 4.8878  C70 1.594, N84 1.475, C99 1.626, C129 1.653
26 C -1.2367 -3.0530 7.4466  C7 1.625, H47 1.135, C70 1.630, I89 2.226
27 F 1.4646 1.4206 4.1875  C65 1.429
28 H 2.3910 7.0456 -11.0829  C56 1.092
29 H -3.9311 1.0120 5.5521  N30 1.027
30 N -3.4050 1.2156 4.6940  H6 1.032, H29 1.027, B59 1.518
31 O -2.9829 2.0236 9.7989  S46 1.439
32 H -0.7496 -4.7526 5.1696  C13 1.158
33 H 0.1758 4.1204 0.0039  C150 1.093
34 O -3.8904 -0.0639 10.8723  S46 1.439
35 H 3.1670 2.7994 -14.9093  C90 1.094
36 C 2.2096 -6.0431 1.1998  H1 1.151, C67 1.625, O130 1.445, H146 1.142
37 H 3.2632 1.0429 -14.8743  C90 1.093
38 H 5.6262 2.9231 -15.3486  C135 1.092
39 H -0.7538 5.8811 -1.4250  C21 1.093
40 O 0.9261 -4.7648 3.9355  C13 1.439, C58 1.449
41 H -0.8074 1.7866 0.9874  C155 1.153
42 P -1.2535 -3.5020 2.5526  O10 1.685, O15 1.725, N63 1.621, N84 1.713
43 O 6.5372 -3.2996 2.6285  S48 1.616, C123 1.428
44 H 1.5971 -4.9053 -0.3399  O130 0.984
45 O -4.0783 0.0972 0.3755  P148 1.529
46 S -4.0076 1.3304 10.5348  O31 1.439, O34 1.439, O128 1.616, C132 1.770
47 H -1.5379 -4.0477 6.9904  C26 1.135
48 S 5.8383 -3.2033 1.1749  O43 1.616, C53 1.770, O83 1.438, O141 1.440
49 H 0.6530 -3.6896 5.6466  C13 1.152
50 C 8.1679 -5.1045 2.4724  H62 1.092, H66 1.092, H109 1.093, C123 1.517
51 S 0.1687 4.0473 -4.2660  C103 1.769, O122 1.440, O147 1.616, O158 1.439
52 H 3.2893 2.5738 -10.6871  C108 1.089
53 C 5.2928 -1.5243 1.3027  S48 1.770, H57 1.089, H104 1.090, H114 1.090
54 O -0.2087 6.1171 -11.3692  S61 1.615, C97 1.429
55 H -5.4869 1.1354 8.7244  C132 1.090
56 C 1.8874 7.1617 -12.0449  H11 1.092, H28 1.092, C97 1.517, H116 1.093
57 H 4.5556 -1.4524 2.1008  C53 1.089
58 C 0.8353 -6.1780 4.2419  H8 1.141, O40 1.449, H125 1.155, O156 1.428
59 B -1.9733 0.7213 4.7996  N30 1.518, O92 1.438, C129 1.621
60 H -5.7342 2.6568 9.6260  C132 1.090
61 S -0.0451 5.7592 -9.8031  C5 1.770, O54 1.615, O131 1.440, O143 1.439
62 H 8.5022 -6.0260 2.9544  C50 1.092
63 N -1.8570 -4.9879 2.7859  P42 1.621, H76 1.035
64 H -4.5125 1.5971 -3.0492  C9 1.147
65 C 0.7954 1.7654 2.9733  F18 1.409, F27 1.429, C78 1.636, F96 1.404
66 H 8.0063 -5.3173 1.4136  C50 1.092
67 C 1.4690 -7.1349 2.1482  C36 1.625, H93 1.152, H120 1.139, O156 1.443
68 H 1.0017 -1.3366 1.2835  C149 1.134
69 H -1.6075 2.8108 13.7408  C71 1.092
70 C -1.1582 -1.8006 6.4058  C25 1.594, C26 1.630, H115 1.154, I151 2.202
71 C -2.1967 2.8201 12.8210  C2 1.517, H4 1.092, H69 1.092, H85 1.093
72 O 4.0937 1.9438 -13.2523  C90 1.427, S118 1.617
73 F -5.1540 -1.1050 4.7151  C91 1.444
74 H -2.3666 -0.7625 3.2458  C129 1.159
75 H 2.2084 -0.2636 2.2286  C149 1.141
76 H -1.2943 -5.6707 2.2482  N63 1.035
77 O -3.1111 -1.7456 -1.3902  C140 1.451, P148 1.692
78 C 0.0701 0.3898 2.4657  C65 1.636, O82 1.410, C149 1.638, C155 1.590
79 H 5.7684 1.1806 -15.1607  C135 1.093
80 H 4.8677 1.8582 -16.5372  C135 1.092
81 H -4.0244 2.4266 13.8638  C2 1.093
82 O -0.1955 -0.5549 3.4778  C78 1.410, C129 1.435
83 O 6.8580 -3.2757 0.1631  S48 1.438
84 N -0.7234 -2.9189 4.0738  C13 1.464, C25 1.475, P42 1.713
85 H -2.4119 3.8555 12.5464  C71 1.093
86 H -4.6418 -4.7319 -1.5353  C95 1.135
87 H -1.0170 3.7172 -10.4763  C5 1.090
88 H -1.3944 4.3375 -1.9753  C21 1.094
89 I 0.6730 -3.2159 8.5786  C26 2.226, I151 2.978
90 C 3.8173 1.9581 -14.6527  H35 1.094, H37 1.093, O72 1.427, C135 1.517
91 C -4.1905 -1.6831 5.6226  F73 1.444, C99 1.585, O117 1.229
92 O -1.1233 1.5897 5.5688  B59 1.438, H113 0.981
93 H 1.9144 -8.1467 1.8247  C67 1.152
94 H -4.5065 -2.4071 0.1623  C140 1.133
95 C -3.8090 -4.0865 -1.1126  H24 1.152, H86 1.135, H105 1.153, C140 1.629
96 F -0.0907 2.8436 3.1247  C65 1.404
97 C 0.3900 7.3178 -11.8618  O54 1.429, C56 1.517, H142 1.093, H153 1.094
98 O 3.5565 4.3361 -12.8219  S118 1.439
99 C -3.0941 -2.6289 4.9790  C25 1.626, C91 1.585, H134 1.136, H138 1.154
100 H 1.4183 0.2898 0.5834  C149 1.150
101 H -3.2752 0.9788 13.2022  C2 1.094
102 H 1.3403 5.6892 -5.4903  C103 1.090
103 C 0.4659 5.0677 -5.6806  H3 1.089, H17 1.090, S51 1.769, H102 1.090
104 H 4.8436 -1.2452 0.3494  C53 1.090
105 H -3.4867 -4.4873 -0.0806  C95 1.153
106 H 1.4846 4.7923 -0.9968  C150 1.093
107 H -5.1151 -2.3551 -1.6450  C140 1.136
108 C 4.3417 2.7868 -10.8665  H12 1.090, H14 1.090, H52 1.089, S118 1.770
109 H 8.9656 -4.3605 2.5345  C50 1.093
110 H -3.3287 -3.2321 8.4122  C7 1.143
111 H -0.5341 0.1949 -0.6690  C152 1.154
112 H -4.7884 -0.0802 -2.3862  C9 1.153
113 H -1.6710 2.2203 6.0842  O92 0.981
114 H 6.1536 -0.8888 1.5085  C53 1.090
115 H -1.8601 -1.0592 6.9442  C70 1.154
116 H 2.3088 8.0383 -12.5424  C56 1.093
117 O -4.3891 -1.3955 6.8010  C91 1.229
118 S 4.5410 3.3249 -12.5404  O22 1.439, O72 1.617, O98 1.439, C108 1.770
119 H 0.7765 3.2345 -1.4031  C150 1.092
120 H 0.3559 -7.1985 1.9136  C67 1.139
121 H -6.3434 1.1054 10.2924  C132 1.089
122 O -1.1165 3.4131 -4.4086  S51 1.440
123 C 6.8997 -4.5884 3.1260  O43 1.428, C50 1.517, H127 1.094, H157 1.093
124 H -1.2499 4.0502 -8.7378  C5 1.090
125 H 1.0928 -6.2771 5.3630  C58 1.155
126 H 0.8547 -3.4923 1.7403  O15 0.982
127 H 6.0747 -5.2959 3.0027  C123 1.094
128 O -4.3462 2.1717 11.8726  C2 1.428, S46 1.616
129 C -1.5200 -0.6291 4.0255  C25 1.653, B59 1.621, H74 1.159, O82 1.435
130 O 1.5244 -5.8444 -0.0563  C36 1.445, H44 0.984
131 O 1.2489 5.1630 -9.5946  S61 1.440
132 C -5.5551 1.5855 9.7153  S46 1.770, H55 1.090, H60 1.090, H121 1.089
133 H -2.4497 0.6057 -4.5501  C16 1.148
134 H -3.5395 -2.9413 3.9821  C99 1.136
135 C 5.0922 1.9792 -15.4749  H38 1.092, H79 1.093, H80 1.092, C90 1.517
136 H -3.1772 -1.0790 -4.1975  C16 1.141
137 H -0.9033 -1.3012 0.3098  C152 1.134
138 H -3.1112 -3.6034 5.5967  C99 1.154
139 O -2.9539 0.9498 -1.8156  C9 1.466, P148 1.722
140 C -4.2457 -2.5269 -0.9338  O77 1.451, H94 1.133, C95 1.629, H107 1.136
141 O 4.6855 -4.0660 1.1527  S48 1.440
142 H -0.0700 7.5250 -12.8310  C97 1.093
143 O -0.5027 6.8749 -9.0171  S61 1.439
144 H -3.3280 -3.1553 1.8558  O10 0.983
145 H -4.2024 0.2109 -4.9913  C16 1.154
146 H 2.4175 -5.0721 1.7631  C36 1.142
147 O 0.0463 5.2387 -3.1807  C21 1.429, S51 1.616
148 P -2.9502 -0.2621 -0.5926  O45 1.529, O77 1.692, O139 1.722, C152 1.886
149 C 1.2734 -0.2750 1.5753  H68 1.134, H75 1.141, C78 1.638, H100 1.150
150 C 0.5476 4.2307 -1.0178  C21 1.518, H33 1.093, H106 1.093, H119 1.092
151 I 0.8422 -0.9239 6.6844  C70 2.202, I89 2.978
152 C -1.2211 -0.2232 0.1586  H111 1.154, H137 1.134, P148 1.886, C155 1.596
153 H 0.1571 8.1625 -11.2071  C97 1.094
154 H -2.1204 0.8834 1.8616  C155 1.150
155 C -1.0687 0.7480 1.4153  H41 1.153, C78 1.590, C152 1.596, H154 1.150
156 O 1.7922 -6.9769 3.5460  C58 1.428, C67 1.443
157 H 7.0701 -4.4757 4.1992  C123 1.093
158 O 1.3617 3.2902 -3.9921  S51 1.439

These are the Mulliken partial charges, in e, on atoms 1 to 2: H 0.26; C -0.33